No. 1
The following is a quantum chemistry calculation of a cluster of 12 separate species, C44H92N4O23S5 in total, from the Open Molecules 2025 dataset.

Positions of all 168 atoms, in Å:
1 C -6.531 3.373 3.762
2 C -5.061 2.981 3.773
3 O -4.427 3.032 4.820
4 N -4.556 2.495 2.614
5 C -3.327 1.736 2.440
6 H -6.719 4.144 3.007
7 H -6.762 3.739 4.750
8 H -7.134 2.511 3.469
9 H -5.097 2.689 1.791
10 H -2.973 1.405 3.417
11 H -2.546 2.364 1.996
12 H -3.472 0.851 1.821
13 C 1.391 4.214 -1.390
14 C 0.855 5.603 -1.508
15 O 0.583 6.036 -2.633
16 N 0.597 6.290 -0.372
17 C 0.215 7.695 -0.254
18 H 1.689 3.867 -0.387
19 H 2.163 4.016 -2.121
20 H 0.567 3.503 -1.539
21 H 0.734 5.780 0.484
22 H -0.857 7.758 -0.064
23 H 0.401 8.181 -1.208
24 H 0.822 8.125 0.532
25 C 0.923 -4.976 -1.011
26 C 1.011 -4.643 0.468
27 O 0.130 -4.984 1.245
28 N 2.071 -3.891 0.851
29 C 2.291 -3.588 2.269
30 H 0.652 -6.026 -1.154
31 H 1.909 -4.958 -1.479
32 H 0.136 -4.369 -1.445
33 H 2.602 -3.404 0.150
34 H 2.965 -4.300 2.729
35 H 1.287 -3.624 2.675
36 H 2.597 -2.548 2.292
37 C 4.827 3.557 -5.283
38 C 3.881 2.521 -4.751
39 O 3.379 2.593 -3.651
40 N 3.679 1.479 -5.587
41 C 2.692 0.392 -5.377
42 H 4.343 4.358 -5.837
43 H 5.510 3.071 -5.988
44 H 5.412 3.992 -4.479
45 H 4.331 1.334 -6.329
46 H 2.989 -0.099 -4.453
47 H 2.758 -0.220 -6.269
48 H 1.667 0.756 -5.313
49 C -3.157 3.607 -1.653
50 C -2.824 4.675 -0.670
51 O -3.788 4.725 0.394
52 C -3.551 5.568 1.384
53 O -2.523 6.165 1.588
54 O -4.663 5.655 2.109
55 C -4.639 6.521 3.220
56 H -4.082 3.687 -2.245
57 H -3.356 2.642 -1.167
58 H -2.353 3.488 -2.378
59 H -2.614 5.667 -1.087
60 H -1.869 4.440 -0.173
61 H -4.152 7.476 3.016
62 H -4.021 6.051 3.999
63 H -5.625 6.683 3.631
64 C 6.278 -3.544 2.041
65 C 5.313 -3.638 0.891
66 O 4.629 -2.402 0.702
67 C 5.234 -1.477 0.033
68 O 6.320 -1.570 -0.450
69 O 4.473 -0.390 -0.076
70 C 4.948 0.749 -0.778
71 H 6.728 -4.471 2.392
72 H 5.911 -3.000 2.920
73 H 7.119 -2.894 1.749
74 H 4.568 -4.409 1.086
75 H 5.776 -3.981 -0.037
76 H 5.604 0.490 -1.604
77 H 5.607 1.282 -0.081
78 H 4.090 1.357 -1.017
79 C -2.125 -4.095 -5.623
80 C -1.470 -3.317 -4.489
81 O -1.777 -3.906 -3.242
82 C -2.557 -3.233 -2.469
83 O -3.169 -2.257 -2.737
84 O -2.584 -3.846 -1.331
85 C -3.454 -3.311 -0.340
86 H -2.125 -5.176 -5.445
87 H -1.736 -3.845 -6.605
88 H -3.208 -3.901 -5.641
89 H -1.861 -2.300 -4.516
90 H -0.389 -3.332 -4.614
91 H -3.373 -2.231 -0.193
92 H -3.213 -3.719 0.641
93 H -4.481 -3.621 -0.546
94 C 5.954 -3.044 -4.792
95 C 5.663 -4.532 -4.560
96 C 4.344 -4.747 -3.845
97 S 3.753 -3.102 -3.393
98 O 3.412 -3.086 -2.008
99 O 2.776 -2.745 -4.385
100 C 5.286 -2.223 -3.696
101 H 5.517 -2.683 -5.723
102 H 7.016 -2.813 -4.782
103 H 6.404 -4.992 -3.902
104 H 5.825 -5.053 -5.505
105 H 4.493 -5.300 -2.925
106 H 3.490 -5.144 -4.388
107 H 5.792 -2.160 -2.730
108 H 5.036 -1.216 -4.028
109 C 3.349 2.021 2.855
110 C 2.938 2.614 4.199
111 C 3.489 1.712 5.282
112 S 3.343 0.034 4.592
113 O 2.233 -0.630 5.200
114 O 4.660 -0.531 4.527
115 C 2.900 0.573 2.929
116 H 4.396 2.065 2.566
117 H 2.727 2.477 2.078
118 H 1.848 2.671 4.265
119 H 3.262 3.647 4.341
120 H 3.017 1.759 6.254
121 H 4.573 1.810 5.343
122 H 1.813 0.461 2.882
123 H 3.321 -0.159 2.241
124 C -1.615 -3.938 5.133
125 C -2.835 -3.903 4.219
126 C -2.703 -2.662 3.332
127 S -1.930 -1.403 4.340
128 O -2.886 -0.501 4.936
129 O -0.782 -0.849 3.653
130 C -1.374 -2.521 5.640
131 H -0.718 -4.345 4.661
132 H -1.727 -4.643 5.965
133 H -3.801 -3.911 4.726
134 H -2.838 -4.740 3.516
135 H -3.586 -2.255 2.848
136 H -2.008 -2.849 2.509
137 H -2.032 -2.351 6.495
138 H -0.393 -2.187 5.972
139 C 1.122 -0.106 -1.855
140 C 1.318 -0.527 -0.379
141 C -0.003 -0.668 0.356
142 S -1.016 0.536 -0.505
143 O -0.560 1.839 -0.084
144 O -2.415 0.184 -0.524
145 C -0.320 0.253 -2.127
146 H 1.424 -0.995 -2.411
147 H 1.828 0.691 -2.071
148 H 1.854 0.264 0.167
149 H 1.987 -1.377 -0.329
150 H -0.179 -0.520 1.417
151 H -0.419 -1.648 0.066
152 H -0.514 1.076 -2.805
153 H -0.923 -0.593 -2.473
154 C -6.535 1.339 -0.448
155 C -7.789 1.118 0.401
156 C -7.341 0.210 1.494
157 S -6.225 -0.992 0.746
158 O -6.980 -2.142 0.332
159 O -5.137 -1.143 1.664
160 C -5.873 0.002 -0.723
161 H -5.801 1.938 0.098
162 H -6.778 1.889 -1.356
163 H -8.590 0.698 -0.216
164 H -8.143 2.103 0.708
165 H -7.967 -0.214 2.277
166 H -6.661 0.787 2.148
167 H -6.407 -0.553 -1.496
168 H -4.817 0.058 -0.968

For the total energy, the calculation gives -5672.24803 a.u. Its gap between HOMO and LUMO is 8.74 eV. The charge is 0. Its spin multiplicity is 1. The calculation puts the HOMO energy at -8.780 eV. Its LUMO energy is -0.043 eV. Its molar mass is 1205.560 g/mol.

No. 2
The following is a quantum chemistry calculation of a cluster of 6 separate species, C44H93BrN5O17S5 in total, from the Open Molecules 2025 dataset.

Positions of all 165 atoms, in Å:
1 C -0.600 5.455 0.561
2 C 0.654 4.366 0.593
3 O 1.510 4.293 1.640
4 O 0.779 3.484 -0.581
5 C 1.268 4.299 -1.735
6 C 2.646 3.608 -2.354
7 C 3.624 3.303 -1.063
8 C 5.147 2.863 -1.595
9 C 6.304 3.003 -0.441
10 N 6.667 1.705 0.258
11 C 5.559 0.688 -0.050
12 N 4.681 0.230 0.901
13 C 4.858 0.807 2.317
14 N 6.130 0.350 2.997
15 C 3.536 -0.734 0.686
16 C 3.961 -2.198 0.082
17 C 2.700 -3.282 0.256
18 C 1.241 -2.594 -0.138
19 C 0.463 -2.276 1.273
20 C -0.600 -1.004 1.166
21 C -2.079 -1.631 1.608
22 C -3.172 -0.474 2.009
23 C -4.633 -0.848 1.322
24 C -5.491 0.459 0.821
25 C -5.655 0.347 -0.836
26 C -7.087 1.026 -1.264
27 N -6.962 2.385 -1.937
28 C -5.963 2.898 -2.961
29 C -6.141 4.444 -3.514
30 C -7.462 4.863 -2.630
31 C -7.909 3.556 -1.706
32 N 5.460 0.222 -1.485
33 C 6.716 -0.503 -1.914
34 C 6.332 -1.616 -3.077
35 C 6.790 -1.065 -4.567
36 Br 5.147 -0.621 -5.624
37 C 5.128 1.403 -2.370
38 H -0.788 5.839 -0.545
39 H -1.600 4.938 0.931
40 H -0.337 6.331 1.302
41 H 1.627 5.338 -1.273
42 H 0.476 4.421 -2.589
43 H 3.234 4.333 -3.078
44 H 2.358 2.591 -2.905
45 H 3.192 2.311 -0.560
46 H 3.649 4.157 -0.261
47 H 5.416 3.665 -2.437
48 H 5.936 3.838 0.325
49 H 7.296 3.361 -0.997
50 H 7.605 1.347 -0.025
51 H 4.905 1.998 2.273
52 H 3.969 0.549 3.035
53 H 6.731 1.188 3.238
54 H 6.659 -0.344 2.423
55 H 3.031 -0.939 1.746
56 H 2.714 -0.168 0.048
57 H 4.071 -2.063 -1.097
58 H 4.981 -2.622 0.471
59 H 2.723 -3.758 1.328
60 H 2.889 -4.108 -0.577
61 H 0.592 -3.358 -0.771
62 H 1.354 -1.635 -0.825
63 H 1.170 -2.049 2.180
64 H -0.142 -3.249 1.552
65 H -0.636 -0.590 0.051
66 H -0.298 -0.103 1.875
67 H -2.433 -2.376 0.778
68 H -1.865 -2.266 2.592
69 H -3.359 -0.497 3.179
70 H -2.825 0.629 1.717
71 H -5.288 -1.384 2.147
72 H -4.444 -1.600 0.444
73 H -4.843 1.432 1.013
74 H -6.524 0.591 1.362
75 H -4.767 0.926 -1.337
76 H -5.624 -0.786 -1.205
77 H -7.844 1.107 -0.345
78 H -7.576 0.309 -2.083
79 H -5.147 2.125 -3.303
80 H -5.536 5.063 -4.301
81 H -7.957 5.925 -2.678
82 H -8.833 3.581 -0.977
83 H 7.135 -1.141 -0.998
84 H 7.599 0.195 -2.244
85 H 6.910 -2.639 -2.874
86 H 5.185 -1.870 -3.039
87 H 7.477 -1.862 -5.084
88 H 7.446 -0.084 -4.420
89 H 4.050 1.182 -2.831
90 H 5.880 1.355 -3.288
91 O -1.046 -2.826 -2.649
92 S -1.881 -2.636 -3.815
93 O -2.794 -3.661 -4.280
94 O -0.949 -2.158 -5.063
95 C 0.141 -2.985 -5.452
96 C -0.333 -4.233 -6.176
97 C -2.802 -1.132 -3.618
98 H 0.758 -3.241 -4.584
99 H 0.767 -2.397 -6.131
100 H -0.910 -4.881 -5.510
101 H 0.515 -4.811 -6.550
102 H -0.985 -3.968 -7.014
103 H -2.126 -0.337 -3.300
104 H -3.563 -1.306 -2.853
105 H -3.282 -0.884 -4.566
106 O 9.631 2.913 -5.425
107 S 9.661 1.787 -6.333
108 O 9.418 0.432 -5.883
109 O 11.058 1.819 -7.170
110 C 12.284 1.815 -6.447
111 C 12.576 0.450 -5.850
112 C 8.565 2.119 -7.688
113 H 12.277 2.592 -5.676
114 H 13.078 2.070 -7.156
115 H 11.838 0.185 -5.088
116 H 13.562 0.434 -5.379
117 H 12.536 -0.325 -6.622
118 H 8.756 3.125 -8.065
119 H 7.542 2.046 -7.314
120 H 8.727 1.371 -8.466
121 O -2.374 8.219 0.614
122 S -2.639 9.267 1.575
123 O -3.986 9.681 1.908
124 O -1.769 10.585 1.175
125 C -1.942 11.145 -0.121
126 C -3.266 11.879 -0.242
127 C -1.796 8.878 3.088
128 H -1.847 10.370 -0.890
129 H -1.125 11.857 -0.278
130 H -4.110 11.189 -0.155
131 H -3.345 12.382 -1.208
132 H -3.371 12.619 0.557
133 H -0.767 8.596 2.863
134 H -2.321 8.041 3.555
135 H -1.830 9.748 3.746
136 O -6.875 -3.248 3.157
137 S -7.550 -3.775 4.323
138 O -6.922 -3.801 5.628
139 O -8.112 -5.267 3.982
140 C -7.188 -6.255 3.543
141 C -6.317 -6.753 4.683
142 C -9.120 -2.964 4.488
143 H -6.579 -5.873 2.718
144 H -7.774 -7.093 3.151
145 H -5.668 -5.958 5.061
146 H -5.679 -7.576 4.354
147 H -6.935 -7.091 5.521
148 H -9.626 -2.964 3.522
149 H -8.932 -1.938 4.813
150 H -9.712 -3.487 5.241
151 O -4.780 -9.282 6.974
152 S -4.322 -9.751 8.264
153 O -4.399 -11.147 8.645
154 O -5.013 -8.850 9.432
155 C -6.433 -8.781 9.485
156 C -7.037 -10.072 10.008
157 C -2.649 -9.210 8.506
158 H -6.842 -8.522 8.503
159 H -6.692 -7.965 10.168
160 H -6.855 -10.901 9.319
161 H -8.118 -9.973 10.132
162 H -6.589 -10.345 10.969
163 H -2.576 -8.150 8.257
164 H -2.010 -9.796 7.842
165 H -2.365 -9.389 9.544

For the total energy, the calculation gives -7849.13921 a.u. Its gap between HOMO and LUMO is 5.08 eV. The charge is +1. Its spin multiplicity is 1. The calculation puts the HOMO energy at -8.688 eV. Its LUMO energy is -3.612 eV. Its molar mass is 1204.485 g/mol.

No. 3
The following is a quantum chemistry calculation of a structure of composition C44H94AsF6N4P2, from the Open Molecules 2025 dataset.

Positions of all 151 atoms, in Å:
1 As -1.108 0.023 0.429
2 F -2.612 -0.489 -0.252
3 F -0.572 0.527 -1.190
4 F 0.413 0.657 1.056
5 F -1.629 -0.433 2.060
6 F -0.263 -1.479 0.192
7 F -1.713 1.666 0.669
8 C -2.336 -9.325 0.876
9 C -1.575 -8.348 1.816
10 N -1.630 -6.965 1.371
11 C -0.845 -6.481 0.359
12 C -1.290 -5.190 0.162
13 N -2.206 -4.921 1.144
14 C -2.413 -6.031 1.872
15 C -2.798 -3.622 1.410
16 H -1.968 -9.282 -0.152
17 H -3.392 -9.066 0.900
18 H -2.199 -10.381 1.103
19 H -0.623 -8.852 1.993
20 H -1.997 -8.443 2.817
21 H -0.005 -7.046 -0.003
22 H -1.125 -4.375 -0.524
23 H -3.138 -6.164 2.656
24 H -2.107 -2.953 1.922
25 H -3.654 -3.760 2.070
26 H -3.185 -3.069 0.557
27 C -3.195 5.847 0.414
28 C -3.470 5.770 1.923
29 N -3.288 4.424 2.416
30 C -4.064 3.330 2.155
31 C -3.643 2.304 2.985
32 N -2.477 2.798 3.540
33 C -2.230 4.033 3.124
34 C -1.619 1.987 4.384
35 H -2.844 6.807 0.039
36 H -4.120 5.714 -0.150
37 H -2.490 5.055 0.168
38 H -4.479 6.086 2.198
39 H -2.878 6.467 2.517
40 H -4.953 3.302 1.554
41 H -3.947 1.321 3.296
42 H -1.346 4.593 3.373
43 H -0.600 2.352 4.444
44 H -1.565 0.995 3.930
45 H -2.095 1.803 5.347
46 C 1.484 0.328 7.277
47 C 1.122 -0.094 5.857
48 C 1.881 0.671 4.828
49 C 3.383 0.452 4.657
50 P 3.993 0.289 2.989
51 C 3.855 1.943 2.211
52 C 4.018 1.876 0.679
53 C 4.070 3.308 0.113
54 C 2.778 4.113 0.152
55 C 5.750 -0.192 3.183
56 C 6.672 1.052 3.361
57 C 8.061 0.563 3.675
58 C 8.996 1.792 3.885
59 C 3.273 -1.014 1.956
60 C 3.267 -2.379 2.656
61 C 2.228 -3.329 2.019
62 C 2.066 -4.665 2.747
63 H 0.869 -0.195 8.011
64 H 1.503 1.388 7.527
65 H 2.502 -0.014 7.501
66 H 0.032 -0.020 5.767
67 H 1.239 -1.168 5.674
68 H 1.634 1.738 4.801
69 H 1.406 0.390 3.870
70 H 3.770 -0.378 5.259
71 H 3.989 1.274 5.058
72 H 4.593 2.627 2.629
73 H 2.874 2.388 2.393
74 H 3.184 1.299 0.270
75 H 4.910 1.312 0.393
76 H 4.336 3.215 -0.942
77 H 4.856 3.853 0.637
78 H 2.887 5.044 -0.412
79 H 2.547 4.515 1.144
80 H 1.899 3.625 -0.270
81 H 6.042 -0.872 2.386
82 H 5.733 -0.743 4.127
83 H 6.236 1.673 4.144
84 H 6.692 1.571 2.402
85 H 8.434 -0.059 2.855
86 H 8.265 -0.092 4.525
87 H 8.927 2.561 3.121
88 H 10.017 1.439 4.041
89 H 8.786 2.201 4.877
90 H 3.866 -0.954 1.043
91 H 2.225 -0.797 1.735
92 H 2.946 -2.363 3.704
93 H 4.213 -2.926 2.659
94 H 2.343 -3.382 0.933
95 H 1.272 -2.806 2.153
96 H 3.030 -4.984 3.155
97 H 1.807 -5.456 2.049
98 H 1.411 -4.420 3.581
99 C 2.042 -2.228 -4.372
100 C 0.712 -2.555 -3.756
101 C -0.173 -1.316 -3.733
102 C -0.929 -1.040 -5.036
103 P -1.850 0.569 -5.046
104 C -2.817 0.716 -3.506
105 C -4.111 1.530 -3.504
106 C -4.677 1.760 -2.101
107 C -4.019 2.853 -1.227
108 C -0.662 1.945 -5.340
109 C 0.215 2.216 -4.099
110 C 0.569 3.704 -3.852
111 C -0.560 4.723 -3.837
112 C -2.933 0.482 -6.512
113 C -4.217 -0.320 -6.274
114 C -4.571 -1.121 -7.555
115 C -5.906 -1.784 -7.401
116 H 2.721 -3.087 -4.347
117 H 2.606 -1.521 -3.754
118 H 2.016 -1.868 -5.399
119 H 0.780 -2.975 -2.752
120 H 0.255 -3.324 -4.391
121 H 0.406 -0.437 -3.452
122 H -0.896 -1.412 -2.916
123 H -1.644 -1.815 -5.314
124 H -0.252 -0.832 -5.870
125 H -2.189 1.286 -2.813
126 H -2.851 -0.325 -3.185
127 H -4.839 0.987 -4.098
128 H -3.991 2.533 -3.922
129 H -4.577 0.859 -1.483
130 H -5.745 1.970 -2.081
131 H -3.046 2.620 -0.806
132 H -4.809 3.088 -0.520
133 H -3.854 3.757 -1.827
134 H -1.416 2.736 -5.444
135 H -0.120 1.953 -6.283
136 H 1.076 1.553 -4.009
137 H -0.275 1.975 -3.145
138 H 1.258 3.954 -4.665
139 H 1.178 3.698 -2.947
140 H -1.242 4.718 -2.979
141 H -1.263 4.635 -4.669
142 H -0.150 5.732 -3.857
143 H -2.309 0.151 -7.345
144 H -3.185 1.519 -6.753
145 H -5.017 0.392 -6.094
146 H -4.206 -1.088 -5.494
147 H -3.744 -1.763 -7.856
148 H -4.647 -0.295 -8.272
149 H -6.746 -1.080 -7.395
150 H -6.042 -2.394 -6.504
151 H -6.251 -2.417 -8.224

For the total energy, the calculation gives -5468.93087 a.u. Its gap between HOMO and LUMO is 10.73 eV. The charge is +3. Its spin multiplicity is 1. The calculation puts the HOMO energy at -16.168 eV. As for the energy above the lowest of the compared OMol25 structures with the same formula, charge and spin: 0.8 kcal/mol. Its LUMO energy is -5.436 eV. Its molar mass is 930.122 g/mol.